77
Properties=species:S:1:pos:R:3:forces:R:3:mulliken_spin:R:1 method="wB97M-V/def2-TZVPD" homo_energy_ha="-0.476 / -0.476" spin_multiplicity=2 energy_ha=-2331.539382 charge=+2
Ce -0.171 0.333 -1.678 -0.76 -0.12 -0.04 1.009
C -1.393 3.533 -5.104 0.07 -0.08 -0.05 0.000
C -0.732 2.558 -4.369 -0.05 0.07 -0.04 0.000
N -0.872 2.472 -3.046 0.14 -0.02 0.07 -0.003
C -1.654 3.382 -2.440 0.04 -0.04 -0.21 -0.001
C -2.343 4.318 -3.209 -0.02 -0.01 0.11 0.000
N -2.219 4.391 -4.526 0.02 -0.02 -0.02 0.001
C -1.691 3.369 -0.959 -0.01 0.06 0.11 -0.001
C -2.155 4.456 -0.240 0.04 -0.08 -0.05 0.000
C -2.047 4.464 1.149 -0.02 0.07 0.08 -0.001
C -1.452 3.364 1.757 -0.06 -0.16 -0.09 -0.001
C -1.033 2.297 0.979 0.08 0.08 0.14 0.000
N -1.161 2.287 -0.358 0.21 0.10 0.04 0.012
C -0.401 1.101 1.595 -0.13 0.24 -0.20 -0.007
C 0.253 1.167 2.817 -0.06 -0.17 0.03 -0.001
N 0.783 0.092 3.389 0.00 0.03 0.01 0.000
C 0.651 -1.056 2.746 -0.04 -0.15 -0.16 0.000
C 0.042 -1.132 1.494 0.00 0.03 0.11 -0.001
N -0.465 -0.051 0.901 0.19 0.02 0.07 0.004
C -2.533 5.609 1.943 0.00 -0.01 -0.03 0.000
C -1.831 6.053 3.058 -0.10 0.05 -0.03 0.000
C -2.332 7.141 3.760 0.11 -0.04 0.05 0.000
N -3.455 7.770 3.434 0.00 0.01 0.02 0.000
C -4.124 7.336 2.373 -0.07 -0.02 -0.10 0.000
C -3.706 6.269 1.589 0.06 0.03 0.09 0.000
H -1.254 3.602 -6.176 -0.03 0.04 0.00 0.000
H -0.080 1.847 -4.865 0.00 -0.03 0.05 0.000
H -3.022 5.026 -2.751 -0.01 0.01 -0.01 0.000
H -2.550 5.327 -0.740 0.00 -0.01 -0.02 0.000
H -1.365 3.325 2.833 -0.01 0.00 0.00 0.000
H 0.372 2.107 3.340 0.00 0.00 0.01 0.000
H 1.058 -1.952 3.199 0.02 0.03 0.06 0.000
H -0.010 -2.075 0.969 0.00 0.02 -0.04 0.000
H -0.897 5.600 3.363 0.01 -0.01 0.00 0.000
H -1.798 7.521 4.623 -0.02 0.01 0.01 0.000
H -5.040 7.861 2.133 0.00 0.01 0.01 0.000
H -4.307 5.949 0.748 -0.01 0.00 -0.01 0.000
C -3.588 0.656 -4.120 -0.01 0.03 0.00 0.000
C -2.700 -0.352 -3.452 0.01 0.00 0.10 -0.011
C -1.648 -0.970 -4.135 0.05 0.00 -0.01 0.009
C -0.896 -1.989 -3.546 0.03 0.02 0.06 -0.009
C -1.183 -2.406 -2.248 0.07 -0.01 0.06 0.007
C -2.198 -1.767 -1.534 0.04 0.07 0.05 -0.005
C -2.935 -0.741 -2.126 0.00 0.02 0.04 0.007
H -3.144 1.048 -5.033 0.01 -0.01 -0.01 0.000
H -3.830 1.485 -3.454 0.00 0.00 0.00 0.000
H -4.532 0.181 -4.393 0.00 0.00 0.00 0.000
H -1.436 -0.682 -5.158 -0.02 0.00 -0.01 0.000
H -0.098 -2.466 -4.101 -0.01 -0.01 -0.01 0.000
H -0.593 -3.183 -1.785 -0.04 -0.04 -0.04 0.002
H -2.402 -2.045 -0.507 -0.07 -0.08 -0.05 0.000
H -3.708 -0.244 -1.550 -0.06 -0.05 -0.06 0.000
C 2.442 -6.520 1.706 -0.06 -0.04 -0.03 0.000
C 3.695 -5.680 1.945 -0.02 0.05 -0.02 0.000
C 3.872 -5.493 3.457 0.01 0.02 0.04 0.000
C 4.903 -6.437 1.376 0.04 0.00 -0.01 0.000
C 3.606 -4.310 1.270 0.01 -0.04 0.02 0.000
C 4.666 -3.402 1.420 0.01 -0.01 0.01 0.000
C 4.680 -2.143 0.837 -0.09 0.00 -0.05 0.000
C 3.574 -1.806 0.082 0.22 0.13 0.02 0.002
O 3.303 -0.623 -0.590 -0.07 -0.25 0.06 0.003
B 2.057 -0.794 -1.155 0.27 0.47 -0.22 -0.011
O 1.544 -2.075 -0.867 0.35 -0.13 0.12 -0.002
C 2.533 -2.685 -0.076 -0.39 -0.12 -0.08 -0.002
C 2.507 -3.941 0.494 0.07 0.05 0.06 -0.001
H 2.541 -7.476 2.220 0.02 -0.01 0.01 0.000
H 2.290 -6.737 0.647 0.02 0.00 -0.01 0.000
H 1.542 -6.037 2.095 0.01 0.02 0.02 0.000
H 3.931 -6.464 3.950 0.00 -0.02 -0.01 0.000
H 3.029 -4.949 3.888 -0.02 0.00 -0.01 0.000
H 4.783 -4.946 3.698 0.01 0.00 0.00 0.000
H 4.986 -7.417 1.846 -0.01 -0.02 0.01 0.000
H 5.836 -5.904 1.556 0.01 0.00 0.01 0.000
H 4.803 -6.583 0.299 -0.02 0.00 -0.01 0.000
H 5.520 -3.694 2.016 0.01 0.00 0.00 0.000
H 5.508 -1.460 0.961 0.02 -0.01 0.01 0.000
H 1.676 -4.613 0.337 -0.04 0.02 -0.03 0.000

---

36
Properties=species:S:1:pos:R:3:forces:R:3:mulliken_charge:R:1 method="wB97M-V/def2-TZVPD" homo_energy_ha=-0.253 energy_ha=-916.999188 charge=0
H 1.377 -0.523 0.268 -0.19 -0.13 -0.10 0.328
H 0.242 0.450 0.543 0.02 -0.18 0.06 0.247
H -1.414 -1.756 2.991 0.48 -0.24 -0.23 0.288
H -2.249 -2.648 2.088 0.21 0.12 -0.17 0.334
H 3.121 -1.584 1.735 -0.01 0.01 0.00 0.321
H 2.681 -2.623 0.717 -0.02 0.03 0.18 0.280
H 5.719 -0.058 0.496 -0.05 -0.14 0.00 0.309
H 7.178 -0.434 0.701 -0.06 -0.06 -0.01 0.305
H -0.294 3.030 -0.577 -0.01 0.08 0.02 0.316
H 0.335 4.013 -1.552 -0.07 -0.10 0.14 0.327
H -2.501 4.074 2.439 0.04 -0.01 -0.11 0.306
H -1.136 3.433 2.629 0.02 0.03 -0.08 0.319
H -1.305 -1.411 -2.911 0.49 -0.77 0.03 0.321
H -0.537 -2.619 -2.399 0.72 -0.48 -1.08 0.235
H 2.614 4.392 -1.765 0.18 -0.07 0.06 0.299
H 2.328 2.988 -1.258 -0.15 0.02 0.08 0.354
H 0.794 -2.965 -1.169 -0.04 0.04 0.19 0.336
H 2.086 -2.215 -1.448 0.09 0.05 -0.18 0.308
H -2.459 -0.807 -0.952 -0.44 0.07 0.07 0.346
H -3.417 -1.104 -2.094 -0.31 -0.11 0.49 0.189
H -2.986 -0.892 3.210 -0.49 0.24 -0.35 0.300
H -4.111 -1.647 2.520 -0.19 0.25 0.01 0.299
H -4.113 0.568 -2.014 0.03 0.18 0.05 0.275
H -3.599 1.525 -0.951 -0.14 0.18 0.13 0.262
O 0.936 -0.052 0.985 0.15 0.28 0.07 -0.574
O -1.668 -1.880 2.070 2.62 -1.61 -0.21 -0.632
O 3.466 -2.192 1.072 -0.15 0.00 -0.14 -0.592
O 6.300 -0.820 0.602 0.15 0.21 0.01 -0.615
O 0.092 3.085 -1.459 -0.24 -0.08 -0.10 -0.658
O -1.678 3.887 1.974 0.00 -0.07 0.10 -0.614
O -1.433 -2.294 -2.547 8.61 -6.57 -5.73 -0.531
O 2.760 3.813 -1.008 0.24 0.18 -0.12 -0.644
O 1.138 -2.080 -1.335 0.47 -0.09 0.25 -0.682
O -2.552 -1.348 -1.744 -8.28 5.16 5.26 -0.490
O -3.559 -0.861 2.436 -2.63 1.26 0.88 -0.584
O -3.597 0.594 -1.200 -1.05 2.33 0.52 -0.590

---

125
Properties=species:S:1:pos:R:3:forces:R:3:mulliken_charge:R:1 method="wB97M-V/def2-TZVPD" homo_energy_ha=-0.307 energy_ha=-5409.052085 charge=0
C 2.199 -1.295 -0.006 -3.54 1.68 3.01 -0.659
N 1.079 -0.657 -0.889 -0.65 -1.99 0.57 0.956
C 1.588 0.609 -1.302 4.56 3.60 -0.86 -0.021
C 0.822 -1.392 -2.239 1.10 -1.57 0.53 -0.344
C -0.210 -0.381 -0.142 -0.90 2.96 -0.18 1.119
C -1.109 -1.466 0.183 -2.86 -0.45 -1.73 -1.665
O -2.326 -1.139 0.901 2.05 0.56 -0.58 -0.198
H 1.895 -2.263 0.383 -0.27 -0.13 -0.33 0.405
H 2.276 -0.598 0.965 0.33 -1.37 -2.50 0.053
H 3.004 -1.379 -0.636 2.27 0.13 -1.05 0.465
H 0.884 1.310 -1.736 -0.49 -0.58 -0.38 0.278
H 2.561 0.537 -2.045 -2.59 -0.21 1.81 0.022
H 2.016 1.228 -0.449 -0.61 -1.16 -0.66 -0.395
H 0.426 -2.509 -2.231 0.48 2.78 0.65 -0.309
H 1.898 -1.498 -2.635 -1.96 0.51 -0.01 0.119
H 0.137 -0.651 -2.703 0.51 -1.08 -0.51 0.400
H -0.864 0.337 -0.727 1.24 -0.46 0.24 -0.447
H -0.010 0.064 0.809 0.96 0.91 0.44 -0.387
H -0.536 -2.237 0.502 1.24 -2.55 3.01 0.675
H -1.277 -1.919 -0.764 -1.56 -0.27 -1.35 0.604
H -2.864 -0.509 0.331 0.73 -1.32 0.10 0.283
N -3.817 -0.563 -2.367 -2.45 3.79 -1.05 0.620
O -3.707 -0.250 -1.157 -0.97 -0.41 0.91 -0.524
O -4.927 -0.345 -2.991 1.83 -1.40 1.57 -0.629
O -2.787 -0.704 -2.987 1.91 -1.60 -1.45 -0.560
O 7.348 1.722 -1.137 0.74 0.07 1.18 -0.649
S 6.360 1.254 -2.028 -3.31 -0.18 1.32 1.132
O 5.211 0.446 -1.580 1.06 1.74 -0.12 -0.409
O 5.868 2.614 -2.823 0.93 -2.28 -0.95 -0.304
C 5.066 3.521 -2.104 1.67 2.64 2.27 0.113
C 4.985 4.879 -2.789 4.46 -5.54 -4.64 -1.373
C 7.075 0.276 -3.215 0.64 0.37 -1.66 -0.856
H 5.455 3.657 -1.067 0.07 -0.12 -0.70 0.283
H 4.142 3.152 -1.976 -3.42 -1.69 0.32 0.154
H 6.071 4.984 -3.174 -1.53 0.24 0.31 0.275
H 4.804 5.708 -2.339 -1.44 4.77 3.89 0.507
H 4.380 4.856 -3.677 -0.39 -0.24 -0.43 0.308
H 7.849 -0.398 -2.849 0.00 0.54 0.30 0.327
H 7.415 1.050 -3.877 1.02 -0.10 -0.84 0.415
H 6.338 -0.288 -3.739 -0.66 -0.32 -0.21 0.119
O 1.875 -1.623 4.087 4.12 1.40 -0.18 -0.591
S 3.305 -1.397 4.524 -4.06 -5.79 1.81 1.359
O 3.788 -0.284 5.172 1.16 5.51 -0.07 -0.682
O 3.395 -2.391 5.872 1.96 -0.89 -3.37 -0.381
C 2.549 -2.061 6.890 -0.50 -2.94 2.72 -0.366
C 2.707 -3.208 7.988 2.38 10.08 2.78 -1.352
C 4.528 -2.074 3.388 -0.22 1.79 -1.60 -0.697
H 1.580 -1.924 6.539 -2.21 -0.69 -0.76 0.332
H 2.643 -1.170 7.417 1.64 2.06 0.59 0.396
H 2.266 -3.994 7.822 -3.68 -8.74 -2.88 0.547
H 1.968 -2.886 8.830 1.79 0.11 -0.71 0.334
H 3.772 -3.273 8.325 -1.15 -0.05 -0.20 0.273
H 4.214 -3.102 3.146 0.24 0.65 -0.28 0.336
H 5.607 -1.957 3.626 -0.98 -0.35 0.96 0.361
H 4.493 -1.260 2.536 -0.55 -1.90 1.07 0.134
O -1.168 4.535 -3.866 -1.21 -0.97 0.98 -0.672
S -2.407 4.081 -3.240 -0.25 1.69 -2.39 1.256
O -3.002 4.821 -2.189 -0.09 0.29 0.63 -0.644
O -3.575 4.133 -4.439 1.56 0.00 0.99 -0.327
C -3.140 3.964 -5.780 1.19 2.93 -2.70 -0.273
C -4.241 4.277 -6.792 0.22 -6.61 0.95 -1.319
C -2.271 2.412 -2.735 -0.81 0.41 0.99 -0.671
H -2.696 3.062 -5.947 0.19 -3.41 0.00 0.451
H -2.213 4.512 -6.239 -1.37 0.51 2.01 0.254
H -5.111 3.560 -6.595 0.73 1.68 -0.51 0.249
H -3.904 4.148 -7.824 0.62 -1.57 -0.01 0.404
H -4.372 5.214 -7.008 -1.90 5.87 0.62 0.484
H -1.924 1.917 -3.579 0.83 -1.27 -1.44 0.421
H -3.252 1.962 -2.449 0.83 0.63 0.15 0.239
H -1.490 2.462 -1.952 -0.64 -0.27 -0.23 0.057
O 3.589 1.320 2.129 -0.80 -0.98 0.07 -0.477
S 2.918 2.566 1.947 -0.45 1.50 -1.44 1.161
O 3.206 3.343 0.777 -0.18 -0.51 -0.21 -0.582
O 1.260 2.479 1.878 2.62 -0.61 -1.44 -0.250
C 0.638 1.953 3.010 -0.47 2.46 2.51 0.153
C -0.819 2.188 2.970 0.18 0.74 -5.07 -2.063
C 3.417 3.590 3.273 0.13 -0.44 0.51 -1.228
H 0.998 2.672 3.759 -0.14 -0.70 0.85 0.346
H 0.886 0.974 3.329 0.58 -1.24 -0.31 0.305
H -1.198 3.149 2.755 1.03 2.37 -0.04 0.504
H -1.380 2.048 3.759 -2.19 -1.88 4.57 0.697
H -1.370 1.831 2.105 0.28 -1.60 -0.19 0.229
H 2.894 4.518 3.215 0.32 1.08 -0.75 0.442
H 4.540 3.559 3.160 -1.36 0.45 0.35 0.350
H 3.055 3.251 4.224 0.43 -0.92 0.59 0.425
O -5.356 -2.530 2.199 -3.16 3.26 0.94 -0.552
S -6.508 -1.661 2.650 -0.57 -1.54 -1.63 1.386
O -6.445 -0.670 3.683 1.42 -0.23 0.48 -0.653
O -7.358 -0.776 1.463 0.19 -4.05 2.36 -0.319
C -6.634 0.131 0.758 4.43 0.56 -2.64 0.366
C -7.314 0.242 -0.609 -3.87 0.59 3.03 -1.204
C -7.824 -2.809 3.155 -5.86 6.11 -6.54 -1.246
H -5.462 -0.315 0.469 -3.05 1.47 1.32 -0.094
H -6.648 1.114 1.320 0.54 -0.94 -0.79 0.237
H -8.377 0.696 -0.172 1.91 -1.30 -1.64 0.318
H -7.538 -0.786 -1.055 0.79 1.87 0.14 0.233
H -6.932 1.102 -1.117 0.54 -0.26 -1.14 0.358
H -8.217 -3.481 2.320 0.54 1.29 1.10 0.289
H -8.644 -2.205 3.768 1.52 -1.03 -1.95 0.301
H -7.421 -3.301 3.810 4.72 -5.77 6.97 0.603
O 2.860 -4.295 -6.563 -0.65 2.91 1.52 -0.647
S 2.528 -2.990 -5.930 -2.48 -2.39 -4.11 1.174
O 1.884 -1.943 -6.713 0.70 -1.38 0.95 -0.639
O 1.575 -3.304 -4.658 1.55 1.58 0.92 -0.145
C 0.438 -4.102 -4.852 -3.09 -0.05 -3.03 -0.521
C -0.546 -4.298 -3.690 -1.54 -0.73 -0.05 -1.012
C 3.883 -2.298 -5.230 -0.18 5.25 1.41 -0.691
H 0.769 -4.955 -5.360 0.67 -2.11 0.28 0.579
H -0.210 -3.743 -5.758 1.00 0.41 1.65 0.350
H -0.082 -4.337 -2.695 0.09 -0.57 -0.33 0.389
H -1.255 -5.298 -3.854 2.11 2.72 0.33 0.315
H -1.229 -3.407 -3.634 0.41 -0.89 -0.16 0.196
H 4.520 -2.944 -4.777 1.70 -2.02 1.42 0.446
H 3.442 -1.536 -4.511 0.31 -1.29 -0.01 -0.017
H 4.450 -1.479 -5.754 -0.72 -1.54 -0.85 0.383
C -2.733 -1.596 4.518 5.49 4.68 1.13 0.410
C -2.471 -0.695 5.832 1.08 -0.57 -1.34 -0.489
O -2.725 -1.628 6.905 2.68 4.64 1.33 -0.299
C -3.304 -2.626 6.465 -5.78 -6.90 0.89 0.576
O -3.881 -3.520 7.173 2.79 3.35 -3.05 -0.655
O -3.427 -2.598 5.107 -2.27 -2.21 -0.57 -0.329
H -1.597 -1.914 4.534 -2.01 -0.07 -1.84 0.062
H -2.996 -0.750 3.579 -0.05 -3.61 2.53 0.076
H -3.074 0.145 5.826 -2.05 1.36 0.79 0.390
H -1.470 -0.254 5.918 0.07 -0.75 0.01 0.246

---

Sequential energy relative to the best compared isomer or geometry (same formula, charge and spin) output: 1.7, 204.7, 31.2 kcal per mole